Entry 1:
23
Properties=species:S:1:pos:R:3 method="wB97M-V/def2-TZVPD" s2=2.02 homo_lumo_gap_ev="8.1 / 6.2" spin_multiplicity=3 lumo_energy_ev="-2.565 / -7.309" e_above_lowest_ev=3.751 charge=+1
C 1.83 -0.74 0.16
C 0.72 -1.64 0.19
C -0.77 -0.50 0.27
C 2.46 1.72 0.39
C -0.56 -0.45 -2.26
C -2.36 0.89 1.36
N 0.81 -2.81 -0.03
N 1.54 0.49 0.50
N -1.20 -0.21 -0.95
N -1.27 -0.12 1.39
H 2.81 -1.16 -0.11
H 2.07 2.32 -0.45
H 3.45 1.35 0.38
H 2.16 2.20 1.28
H -1.36 -0.69 -2.79
H 0.25 0.24 -2.56
H 0.07 -1.31 -2.08
H -3.05 0.79 0.55
H -1.94 1.90 1.25
H -2.87 0.89 2.44
H -0.03 -3.41 -0.25
H -1.92 0.50 -0.92
H -0.84 -0.26 2.23

***

Entry 2:
14
Properties=species:S:1:pos:R:3 method="wB97M-V/def2-TZVPD" homo_lumo_gap_ev=10.1 spin_multiplicity=1 smiles="CC1(C)C=[N+]([O-])O1" lumo_energy_ev=0.791 e_above_lowest_ev=5.247
C 0.75 1.27 0.44
C 0.01 -0.06 0.10
C 1.00 -1.26 0.16
C -0.95 -0.07 -1.07
N -1.97 0.01 -0.28
O -3.15 0.09 -0.26
O -1.16 -0.08 0.98
H 1.08 1.26 1.56
H 0.19 2.24 0.22
H 1.66 1.33 -0.11
H 0.65 -2.05 0.86
H 1.97 -0.85 0.43
H 0.95 -1.71 -0.84
H -1.03 -0.11 -2.19